{
  "formula": "C79H180AsF6NO31",
  "method": "ωB97M-V/def2-TZVPD",
  "elements": ["C", "C", "C", "C", "N", "C", "C", "C", "C", "C", "C", "C", "H", "H", "H", "H", "H", "H", "H", "H", "H", "H", "H", "H", "H", "H", "H", "H", "H", "H", "H", "H", "H", "H", "H", "H", "As", "F", "F", "F", "F", "F", "F", "C", "C", "C", "C", "C", "C", "H", "H", "H", "H", "H", "H", "H", "H", "H", "H", "H", "H", "H", "H", "C", "O", "C", "C", "O", "C", "C", "O", "C", "H", "H", "H", "H", "H", "H", "H", "H", "H", "H", "H", "H", "H", "H", "C", "O", "C", "C", "O", "C", "C", "O", "C", "H", "H", "H", "H", "H", "H", "H", "H", "H", "H", "H", "H", "H", "H", "C", "O", "C", "C", "O", "C", "C", "O", "C", "H", "H", "H", "H", "H", "H", "H", "H", "H", "H", "H", "H", "H", "H", "C", "O", "C", "C", "O", "C", "C", "O", "C", "H", "H", "H", "H", "H", "H", "H", "H", "H", "H", "H", "H", "H", "H", "C", "O", "C", "C", "O", "C", "C", "O", "C", "H", "H", "H", "H", "H", "H", "H", "H", "H", "H", "H", "H", "H", "H", "C", "O", "C", "C", "O", "C", "C", "O", "C", "H", "H", "H", "H", "H", "H", "H", "H", "H", "H", "H", "H", "H", "H", "C", "O", "C", "C", "O", "C", "C", "O", "C", "H", "H", "H", "H", "H", "H", "H", "H", "H", "H", "H", "H", "H", "H", "C", "O", "C", "C", "O", "C", "C", "O", "C", "H", "H", "H", "H", "H", "H", "H", "H", "H", "H", "H", "H", "H", "H", "C", "O", "C", "C", "O", "C", "C", "O", "C", "H", "H", "H", "H", "H", "H", "H", "H", "H", "H", "H", "H", "H", "H", "O", "C", "O", "C", "C", "C", "H", "H", "H", "H", "H", "H", "H", "H", "O", "C", "O", "C", "C", "C", "H", "H", "H", "H", "H", "H", "H", "H"],
  "positions_angstrom": [[-5.12078, -18.30673, -19.66254], [-5.91525, -18.30957, -20.97347], [-7.16864, -19.12388, -20.80179], [-8.25709, -18.76234, -21.84534], [-9.61867, -19.53080, -21.75897], [-10.52869, -18.99739, -22.89844], [-11.87186, -18.63357, -22.25336], [-11.89180, -19.09206, -20.86285], [-10.43300, -19.01522, -20.54742], [-9.46789, -21.07508, -21.82290], [-8.74774, -21.63726, -23.03690], [-8.60729, -23.17307, -23.13453], [-5.69703, -17.74980, -18.92371], [-4.23265, -17.67759, -19.72175], [-4.81010, -19.27912, -19.28039], [-5.24953, -18.79196, -21.68917], [-6.05092, -17.29006, -21.33441], [-7.65900, -18.61175, -19.97392], [-7.06548, -20.18684, -20.58367], [-7.75961, -19.05251, -22.77077], [-8.40879, -17.68691, -21.93769], [-10.59919, -19.67800, -23.74690], [-10.14209, -18.06886, -23.31853], [-12.65447, -19.13863, -22.81951], [-12.18718, -17.59105, -22.21066], [-12.21349, -20.12304, -20.71559], [-12.32653, -18.37368, -20.16784], [-10.18279, -19.65379, -19.70023], [-10.09905, -17.97843, -20.50686], [-10.50988, -21.38159, -21.91456], [-8.98557, -21.41447, -20.90623], [-7.76105, -21.20340, -23.19910], [-9.28723, -21.28613, -23.91653], [-8.24912, -23.61847, -24.06267], [-9.64787, -23.45426, -22.97262], [-8.18225, -23.61484, -22.23327], [-11.16537, -14.14441, -22.86091], [-12.33530, -13.22829, -23.85665], [-11.35562, -13.10757, -21.38562], [-10.01531, -15.08988, -21.81918], [-10.93701, -15.30792, -24.22579], [-9.79654, -13.16947, -23.44051], [-12.66931, -15.03152, -22.28190], [-10.55849, -8.40973, -30.69079], [-10.88772, -8.84250, -29.27285], [-9.61767, -8.93644, -28.42838], [-8.63130, -10.02612, -28.89412], [-9.12649, -11.52120, -29.02446], [-7.94860, -12.45088, -29.44103], [-11.43023, -7.94290, -31.14930], [-10.31221, -9.23731, -31.35603], [-9.72344, -7.70942, -30.71012], [-11.74685, -8.36381, -28.80291], [-11.37787, -9.80584, -29.41373], [-9.78737, -9.28938, -27.41117], [-9.13718, -7.96723, -28.29472], [-8.48707, -9.72262, -29.93103], [-7.69142, -9.78497, -28.39757], [-9.64471, -11.82853, -28.11610], [-9.91453, -11.59336, -29.77405], [-7.18739, -12.40614, -28.66215], [-8.12348, -13.51121, -29.62326], [-7.37840, -12.26129, -30.35044], [-2.60958, -13.05031, -23.87105], [-2.37844, -13.46825, -22.51550], [-3.26281, -14.56684, -22.34991], [-4.62399, -13.91026, -22.09324], [-5.41302, -14.90733, -21.46171], [-6.69784, -14.43577, -21.14475], [-6.76215, -13.46025, -19.98959], [-6.69903, -14.16739, -18.76173], [-5.36539, -14.52548, -18.34391], [-3.61316, -12.90299, -24.27009], [-2.06327, -13.71433, -24.54092], [-2.13649, -12.11125, -24.15818], [-2.76384, -15.09867, -21.53979], [-3.33536, -15.22059, -23.21907], [-5.14903, -13.54297, -22.97501], [-4.46077, -13.21769, -21.26751], [-7.26926, -15.29072, -20.78334], [-7.29809, -14.06655, -21.97630], [-7.74561, -12.99417, -20.05023], [-5.94393, -12.74627, -19.89546], [-4.77527, -13.63755, -18.11712], [-4.73976, -15.02314, -19.08487], [-5.40866, -15.19574, -17.48544], [-4.78693, -9.52423, -23.23594], [-5.77321, -10.46811, -23.57437], [-6.22163, -10.42807, -24.83253], [-7.04701, -11.60607, -25.16681], [-6.29258, -12.85221, -25.20418], [-7.08144, -13.99092, -25.17418], [-6.11273, -15.14317, -25.52657], [-6.46396, -16.44394, -25.21382], [-5.44134, -17.37419, -24.96505], [-4.63489, -9.53081, -22.15661], [-5.00124, -8.52975, -23.62732], [-3.82619, -9.90667, -23.58065], [-5.39102, -10.22059, -25.50716], [-6.87846, -9.56136, -24.90657], [-7.56254, -11.41270, -26.10752], [-7.84787, -11.66910, -24.43009], [-7.89209, -13.94749, -25.90155], [-7.69264, -14.13595, -24.28340], [-5.13485, -14.84301, -25.15008], [-5.92407, -15.07638, -26.59804], [-5.85949, -18.34101, -24.68485], [-4.76807, -17.07970, -24.16002], [-4.83371, -17.44410, -25.86727], [-10.19375, -9.61890, -16.09183], [-9.80068, -8.33246, -16.42825], [-10.54072, -7.66806, -17.43069], [-9.83429, -6.46881, -18.00396], [-8.51206, -6.84102, -18.60360], [-8.59264, -7.47708, -19.88387], [-9.14789, -8.92469, -19.93098], [-8.52548, -9.67776, -20.93768], [-9.05290, -10.95006, -21.21614], [-9.64709, -9.86639, -15.18188], [-9.87721, -10.26037, -16.91428], [-11.25760, -9.78316, -15.92050], [-11.40794, -7.38092, -16.83607], [-10.98618, -8.31831, -18.18358], [-9.78123, -5.80372, -17.14202], [-10.38255, -5.97600, -18.80686], [-7.56083, -7.59808, -20.21376], [-9.15796, -6.82453, -20.54922], [-10.19199, -9.05098, -20.21734], [-8.99086, -9.33035, -18.93154], [-9.33700, -11.49632, -20.31670], [-8.37438, -11.62392, -21.73923], [-9.88129, -10.71814, -21.88553], [-15.87611, -14.98365, -17.35775], [-14.69068, -15.54868, -18.00728], [-13.73854, -14.60477, -18.31747], [-12.42240, -15.27960, -18.75618], [-11.79834, -15.85980, -17.61849], [-10.36797, -16.02179, -17.59454], [-9.66121, -15.02175, -16.68560], [-9.85263, -15.44810, -15.27604], [-9.11969, -14.56706, -14.46973], [-16.31708, -14.15463, -17.91125], [-15.69939, -14.64744, -16.33607], [-16.50345, -15.82962, -17.07689], [-13.46558, -13.94971, -17.49013], [-14.07737, -13.92103, -19.09581], [-11.81150, -14.47760, -19.17053], [-12.68189, -16.00272, -19.52940], [-9.79635, -16.10110, -18.51924], [-10.13057, -17.04000, -17.28634], [-10.23105, -14.11909, -16.90603], [-8.63262, -15.02416, -17.04628], [-9.53691, -14.64127, -13.46548], [-9.34336, -13.53131, -14.72524], [-8.03371, -14.65422, -14.43586], [-3.55277, -22.93434, -26.94628], [-4.80606, -23.64766, -26.98737], [-5.83754, -22.89639, -26.31326], [-7.11214, -22.70846, -27.17600], [-7.90107, -21.67492, -26.48449], [-7.74824, -20.35896, -27.12351], [-8.66628, -19.25761, -26.60025], [-10.02968, -19.57297, -26.70054], [-10.51663, -19.50598, -28.04476], [-3.09021, -22.82125, -25.96579], [-3.64519, -21.92801, -27.35476], [-2.82044, -23.46350, -27.55602], [-5.44243, -22.02347, -25.79364], [-6.31733, -23.54815, -25.58312], [-7.73193, -23.60296, -27.23783], [-6.84828, -22.52801, -28.21808], [-7.83595, -20.41222, -28.20867], [-6.73260, -20.00296, -26.95077], [-8.44401, -18.28707, -27.04382], [-8.31486, -19.00400, -25.60011], [-10.11363, -20.20502, -28.77759], [-10.40657, -18.45346, -28.30587], [-11.59308, -19.67727, -28.04198], [-19.64771, -16.58269, -23.86326], [-18.34440, -16.27119, -23.51072], [-17.72874, -15.41746, -24.46639], [-16.40982, -14.89355, -23.86867], [-16.81545, -14.01692, -22.75038], [-15.80678, -13.58518, -21.81468], [-16.50011, -12.55188, -20.93109], [-17.32854, -13.19674, -20.02379], [-18.24710, -12.27334, -19.31458], [-19.79323, -17.62423, -23.57669], [-19.87012, -16.48192, -24.92556], [-20.32554, -16.09625, -23.16181], [-18.39866, -14.62058, -24.78930], [-17.45898, -15.99997, -25.34730], [-15.94253, -14.23460, -24.60047], [-15.71686, -15.67109, -23.54721], [-14.97208, -13.09937, -22.32000], [-15.43711, -14.48870, -21.32982], [-17.00201, -11.78780, -21.52471], [-15.81344, -11.97627, -20.31039], [-17.67805, -11.51161, -18.78162], [-18.70869, -12.88058, -18.53593], [-18.96450, -11.80306, -19.98709], [-15.92753, -3.89402, -19.71145], [-15.24304, -4.21848, -20.92176], [-14.66370, -3.04315, -21.55990], [-13.77607, -3.55616, -22.69108], [-12.52922, -4.15149, -22.25433], [-12.60531, -5.52520, -21.76128], [-12.06414, -6.54035, -22.83788], [-12.95259, -6.82057, -23.86280], [-12.41090, -7.50051, -25.00967], [-15.25364, -3.69780, -18.87749], [-16.66963, -4.63047, -19.40320], [-16.55920, -3.00854, -19.78242], [-14.16732, -2.56216, -20.71708], [-15.38305, -2.27470, -21.84295], [-13.50330, -2.78455, -23.41102], [-14.25360, -4.38483, -23.21393], [-13.61782, -5.92256, -21.69046], [-12.01539, -5.64287, -20.85229], [-11.73952, -7.44756, -22.32830], [-11.17327, -6.05605, -23.23775], [-12.37121, -8.54295, -24.69370], [-11.38183, -7.38248, -25.34905], [-13.11895, -7.41043, -25.83348], [-15.32867, -18.85258, -20.34402], [-16.72847, -18.55352, -20.09918], [-17.17319, -17.34061, -20.86529], [-18.26969, -16.67559, -20.07460], [-19.30371, -17.66786, -19.79701], [-20.49966, -16.97339, -19.40050], [-21.54228, -17.96390, -18.95164], [-21.14500, -18.88536, -17.90834], [-22.08536, -19.20654, -16.86325], [-14.78309, -18.04841, -19.85030], [-15.15969, -18.82479, -21.42048], [-14.96642, -19.76926, -19.87864], [-17.43526, -17.59374, -21.89259], [-16.31825, -16.66793, -20.93363], [-18.66922, -15.80824, -20.60014], [-17.85236, -16.17333, -19.20187], [-20.94244, -16.40132, -20.21584], [-20.29798, -16.29277, -18.57335], [-22.13584, -18.35224, -19.77927], [-22.33774, -17.45552, -18.40676], [-22.88802, -19.65807, -17.44631], [-22.34163, -18.34384, -16.24830], [-21.65116, -19.94684, -16.19129], [-14.73301, -8.36774, -30.16484], [-15.46617, -9.33334, -29.38093], [-14.63978, -9.84743, -28.37869], [-15.26333, -11.00007, -27.47583], [-14.84746, -10.92181, -26.18285], [-13.73958, -11.76753, -25.83923], [-12.34767, -11.61213, -26.49374], [-12.02358, -12.24769, -27.71302], [-12.00301, -13.66411, -27.59928], [-14.44653, -7.54232, -29.51314], [-15.38438, -7.99300, -30.95439], [-13.80270, -8.72399, -30.60723], [-14.31846, -9.03556, -27.72621], [-13.70275, -10.13326, -28.85659], [-15.13147, -11.90325, -28.07165], [-16.34357, -10.90907, -27.36219], [-14.17698, -12.76335, -25.76772], [-13.68379, -11.58392, -24.76625], [-11.53270, -11.88654, -25.82395], [-12.15377, -10.58919, -26.81639], [-11.41137, -14.07095, -26.77919], [-11.71033, -14.12433, -28.54302], [-12.98313, -14.13508, -27.52414], [-13.32651, -8.66108, -20.08942], [-13.16821, -9.83586, -20.42043], [-12.85779, -10.89820, -19.62003], [-12.75826, -10.84661, -18.26497], [-13.83846, -10.18617, -17.48428], [-13.31283, -10.29530, -21.92357], [-11.90128, -10.20902, -18.04777], [-12.43880, -11.77386, -17.78931], [-13.82801, -10.29768, -16.40005], [-14.81218, -10.50602, -17.85531], [-13.85660, -9.09634, -17.49095], [-13.73048, -11.30198, -21.93990], [-12.41830, -10.40132, -22.53731], [-13.95384, -9.60981, -22.47794], [-15.23309, -18.63215, -24.37759], [-14.15530, -18.37074, -24.93658], [-13.32328, -19.33310, -25.34032], [-13.70900, -20.64373, -25.41466], [-12.50574, -21.57689, -25.16782], [-13.40595, -17.03199, -24.87623], [-14.09472, -20.75310, -26.42826], [-14.58621, -21.05333, -24.91384], [-12.23215, -21.45034, -24.12033], [-11.66889, -21.37626, -25.83680], [-12.75471, -22.62858, -25.30942], [-12.34340, -17.15725, -24.66790], [-13.82371, -16.41169, -24.08326], [-13.43202, -16.45922, -25.80324]],
  "atomic_forces_ev_per_a": [[-0.06, 1.28, 0.23], [1.73, -1.13, -0.11], [-2.83, 1.99, 0.76], [1.21, -1.94, -1.18], [0.58, 1.14, -0.99], [-0.08, 0.87, -0.09], [-1.89, -0.30, -1.76], [1.30, -0.66, 1.35], [1.62, -1.10, 0.34], [-0.28, 0.57, -0.12], [1.23, 0.66, -1.51], [-2.02, 0.51, 1.61], [-0.26, -0.41, 0.39], [0.24, -0.18, -0.43], [-0.30, -0.06, -0.12], [-0.07, -0.02, -0.51], [-0.37, 0.00, 0.14], [0.27, -0.68, 1.19], [0.22, 0.12, -0.23], [-0.77, -0.06, -0.65], [-0.47, -0.09, 0.45], [0.01, -0.30, 0.37], [0.65, -0.12, 0.20], [-0.15, 0.11, -0.07], [0.79, 0.30, -0.70], [-0.46, 0.16, 0.12], [-0.66, -0.41, -0.05], [0.43, 0.54, 0.24], [-0.06, -0.03, 0.61], [-0.01, -0.37, 0.55], [-0.35, 0.18, 0.18], [0.18, 0.24, 0.44], [-0.11, -0.20, -0.22], [0.13, 0.52, 0.17], [-0.29, -0.75, -0.57], [0.79, 0.11, -0.22], [-0.89, -0.12, 1.17], [1.40, -0.46, 0.90], [0.09, -0.68, -1.94], [-1.16, 0.26, -1.25], [-0.12, 1.01, 1.51], [-1.19, -0.68, 0.36], [2.03, 0.29, -0.53], [-0.45, 0.64, -0.34], [-0.14, -1.13, -0.16], [-0.58, -1.62, 1.29], [-0.64, 0.69, -2.11], [0.86, 0.65, -0.16], [0.49, -0.12, 0.60], [0.05, 0.24, -0.09], [0.18, -0.16, 0.21], [-0.05, 0.16, -0.10], [0.47, 1.08, 0.09], [0.45, -0.69, 0.37], [-0.87, 0.40, 0.44], [0.16, 0.04, -0.41], [0.75, -0.20, -0.34], [0.16, -0.91, 0.23], [0.41, -0.31, 0.21], [0.00, 0.33, -0.16], [0.09, -0.11, 0.21], [-0.88, -0.12, 0.57], [-0.39, 1.11, -0.24], [1.72, 0.83, -1.10], [-0.55, 0.44, -2.39], [0.05, 1.07, 0.45], [0.33, -1.73, 2.03], [-0.75, -0.69, -0.62], [-0.50, -0.23, 0.48], [0.36, -0.52, 0.56], [0.54, -0.97, 0.95], [-0.12, 0.32, -0.38], [-0.47, -0.50, 0.76], [-0.26, -0.62, -0.09], [0.26, 0.41, 0.98], [-1.00, -0.33, 0.40], [0.33, -0.08, -0.23], [0.29, 0.39, 0.02], [0.17, 0.99, -0.79], [-0.01, -0.25, 0.02], [0.43, 0.27, -0.58], [0.20, 0.23, 0.31], [-0.20, 0.55, -0.81], [-0.18, 0.34, 0.44], [-0.51, -0.30, -0.51], [-0.32, 0.29, 0.09], [0.51, -0.79, 0.18], [0.75, -0.74, 3.36], [-0.07, 1.21, -1.65], [-0.34, -1.32, -0.08], [-0.01, 1.83, 0.21], [-0.89, -1.49, -0.45], [0.98, 1.16, -0.78], [-1.54, -0.76, 1.15], [0.48, 0.68, -0.41], [-0.63, 0.27, 0.06], [-0.01, 0.09, 0.07], [0.28, 0.32, -0.62], [0.16, -0.38, -0.61], [-0.46, 0.35, -0.52], [0.14, -0.24, -0.43], [0.00, -0.27, 0.33], [0.03, 0.13, -0.70], [0.64, -0.03, 0.82], [0.18, -0.19, 0.78], [-0.22, 0.00, -0.48], [-0.26, 0.08, -0.25], [-0.02, 0.30, 0.27], [0.22, -0.46, -0.15], [0.55, -0.39, -0.33], [1.16, 0.98, -0.17], [-1.67, -0.70, 0.66], [1.42, -1.13, -0.71], [-1.46, 0.10, 1.02], [-0.35, -0.27, 0.15], [-0.67, -0.32, -0.03], [2.71, 0.36, -0.03], [-0.74, 0.52, -0.10], [-0.05, -0.18, -0.08], [-0.07, -0.63, 0.08], [-0.31, 0.37, 0.06], [-0.64, 0.93, -0.51], [0.53, -0.39, -0.25], [1.15, 0.38, -0.39], [-0.46, -0.10, 0.14], [0.01, 0.34, -0.11], [0.08, 0.03, -0.34], [-0.70, 0.78, 0.66], [0.07, -0.40, 0.18], [-0.48, 0.15, 0.14], [0.45, 0.61, -0.16], [-0.58, -0.86, 0.10], [1.13, -0.98, 0.53], [-1.87, 0.06, 1.06], [1.49, 0.36, -0.26], [-0.65, 0.85, 0.44], [0.89, -0.39, -0.20], [-0.09, -0.83, 0.39], [-1.74, -1.94, 0.17], [1.15, 0.81, -2.33], [-0.95, 0.88, 1.07], [-0.22, -0.41, -0.35], [0.97, 0.61, 0.07], [-0.47, -0.02, -1.11], [-0.15, -0.02, 0.61], [-0.11, 0.02, -0.52], [0.23, -0.07, -0.30], [0.30, -0.29, -0.15], [-0.71, 1.04, -1.02], [-0.48, -0.22, 0.91], [0.56, 0.67, 0.50], [0.31, 0.50, 0.67], [0.30, -0.37, 0.20], [0.08, 0.28, -0.35], [0.11, -0.53, -0.29], [-0.10, -0.27, -0.56], [0.42, 1.31, 0.64], [-0.93, -1.95, -0.33], [0.34, 1.46, 0.43], [0.13, 0.70, -1.76], [0.48, -0.28, 0.07], [0.60, -0.57, 0.24], [-0.14, -0.61, 0.15], [-0.61, 0.95, 0.72], [-0.42, -0.27, 0.43], [-0.22, 0.11, -0.16], [-0.27, -0.18, -0.09], [-0.25, 0.28, -0.44], [0.89, -0.12, 0.87], [0.12, -0.09, 0.49], [-0.12, 0.83, -0.09], [-0.24, -0.50, -0.10], [0.33, 0.02, 0.09], [0.13, -0.05, -0.96], [-0.91, -0.53, 0.76], [0.57, 0.05, 0.23], [0.22, -0.04, -0.80], [0.00, -0.16, 0.42], [-0.64, -1.32, 1.11], [0.99, 0.87, -0.74], [1.27, -0.57, 0.85], [-1.48, 1.81, 1.14], [0.46, -0.59, -0.69], [-0.98, 0.01, -1.04], [0.93, -0.04, 0.44], [-2.40, 0.53, 1.14], [1.51, -1.37, -0.34], [-0.01, -0.38, -0.36], [-0.15, 0.31, 0.08], [-0.41, 0.74, -0.54], [0.06, 0.30, 0.26], [-0.03, -0.18, -0.33], [0.34, -0.16, -0.26], [-0.24, -0.16, 0.08], [0.18, 0.00, -0.21], [0.15, 0.25, 0.65], [-0.37, -0.24, -0.45], [0.88, 0.11, -0.20], [0.22, 0.26, -0.17], [-0.30, -0.01, -0.31], [-0.02, -0.17, -0.06], [-0.27, 0.42, -0.14], [-0.97, 0.70, -0.01], [0.22, -1.10, 1.34], [0.75, -1.02, 0.54], [-0.32, -0.49, 0.80], [-0.35, -0.83, -2.57], [1.56, 1.31, 0.99], [-0.35, 0.74, -1.27], [-0.67, -1.36, 1.15], [0.34, -0.18, 0.01], [0.52, -0.66, -0.35], [0.13, 0.47, -0.49], [1.03, 0.27, -0.36], [-0.59, -0.40, -0.58], [-0.06, 0.10, 0.18], [-0.73, 0.38, -0.20], [-0.30, 0.75, 0.88], [-0.22, 0.20, -0.01], [-0.05, -0.34, 0.24], [0.38, -0.06, -0.25], [-0.28, -0.56, -0.30], [0.14, 1.33, 0.30], [0.11, 0.17, 0.14], [-1.22, 1.49, 0.21], [0.30, 0.49, -0.88], [1.00, -1.40, 1.05], [-0.38, -0.67, -0.29], [-0.11, 2.04, -0.02], [0.71, -1.29, 0.52], [-1.80, -0.08, 2.28], [1.52, -0.13, -0.37], [0.48, 0.10, -1.87], [0.48, 0.23, -0.17], [0.33, -0.26, -0.13], [-0.70, -0.27, -0.11], [-0.24, -0.30, 0.22], [0.09, 0.28, 0.09], [-0.23, -0.16, -0.71], [-0.03, -0.66, 0.72], [0.10, 0.16, -0.28], [0.28, 0.14, 0.11], [0.63, -1.09, -0.30], [-0.16, 1.20, -0.34], [-0.82, 0.04, 0.88], [-0.37, 0.22, -0.25], [0.25, -0.03, -0.35], [-0.77, -0.07, 0.68], [0.03, 0.30, -1.08], [0.36, -0.15, 0.92], [-1.23, 1.63, -2.69], [2.09, -0.42, 0.60], [-0.66, -0.07, 1.25], [0.18, 0.78, -0.41], [-0.79, -1.73, -0.40], [-0.54, -0.57, -0.75], [-0.04, 0.28, 0.08], [-0.04, -0.14, 0.13], [-0.01, -0.61, -0.02], [-0.24, 0.27, 0.55], [0.22, -0.78, 0.04], [0.50, -0.69, 0.68], [-0.23, 0.52, -0.75], [0.58, -0.61, -0.82], [0.78, 0.39, -0.02], [-0.37, -0.02, 0.73], [-0.41, 0.51, 0.69], [0.33, 0.36, 0.15], [0.77, 0.50, -0.13], [-0.60, 0.46, 0.57], [0.51, -2.51, 0.10], [0.13, 1.25, -1.21], [-1.22, -0.28, -2.93], [2.33, 2.10, 3.02], [-1.99, 0.81, 0.43], [-0.33, -0.25, 0.98], [0.48, 0.00, -0.05], [-0.50, -0.60, -0.85], [0.34, -1.05, 0.00], [-0.26, -0.08, 0.19], [0.27, 0.10, -0.93], [-0.17, 0.06, 0.09], [0.55, 0.26, 0.65], [-0.11, 0.11, 0.37], [2.07, 0.91, -1.89], [-1.27, -0.02, 3.07], [0.76, 1.56, 0.23], [-0.60, -3.24, -1.92], [-0.49, 0.47, -0.06], [-0.46, -0.08, -0.18], [0.38, -0.35, -0.56], [0.08, 1.05, 1.22], [0.38, -0.05, 0.06], [0.08, 0.31, 0.21], [-0.35, 0.07, 0.03], [-0.16, -0.35, -0.02], [-0.05, -0.12, -0.13], [-0.28, -0.12, -0.14]],
  "spin_multiplicity": 1,
  "total_charge": 0,
  "total_energy_ev": -226927.4419,
  "orbital_gap_ev": 8.6879
}